Record 1
{
  "formula": "C5H10O2",
  "method": "wB97M-V/def2-TZVPD",
  "smiles": "CC[C@@H](O)CC=O",
  "lumo_ev": 0.92,
  "species": ["C", "C", "C", "O", "C", "C", "O", "H", "H", "H", "H", "H", "H", "H", "H", "H", "H"],
  "xyz": [[2.33302, 0.01837, -0.25290], [0.89815, 0.35297, -0.65192], [-0.11656, -0.52220, 0.09099], [0.03276, -0.48529, 1.49673], [-1.56544, -0.20259, -0.29311], [-2.10844, 1.07389, 0.29335], [-1.47115, 1.86766, 0.95510], [3.05599, 0.48964, -0.92698], [2.54122, 0.35300, 0.76709], [2.49844, -1.06580, -0.28058], [0.68997, 1.41681, -0.47339], [0.75612, 0.18048, -1.72795], [0.09077, -1.56471, -0.19197], [-0.16852, 0.42537, 1.76421], [-2.23436, -1.00687, 0.03885], [-1.68955, -0.13259, -1.38286], [-3.18517, 1.26393, 0.09751]],
  "atomic_forces_ev_per_a": [[0.052, -0.031, 0.023], [-0.022, 0.052, -0.033], [-0.021, -0.064, -0.301], [0.037, 0.225, 0.119], [0.014, 0.029, 0.027], [0.218, 0.333, 0.258], [-0.331, -0.460, -0.325], [-0.119, -0.043, 0.122], [-0.016, -0.064, -0.141], [0.001, 0.162, -0.028], [0.004, -0.201, 0.011], [0.028, 0.015, 0.140], [-0.084, 0.174, 0.073], [0.075, -0.160, 0.018], [0.032, 0.069, -0.034], [0.000, -0.043, 0.096], [0.132, 0.005, -0.024]]
}

Record 2
{
  "formula": "C12H29NSi",
  "method": "wB97M-V/def2-TZVPD",
  "smiles": "CCCCC[Si](CC)(CC)CCCN",
  "lumo_ev": 0.91,
  "species": ["C", "C", "C", "C", "C", "Si", "C", "C", "C", "C", "C", "C", "C", "N", "H", "H", "H", "H", "H", "H", "H", "H", "H", "H", "H", "H", "H", "H", "H", "H", "H", "H", "H", "H", "H", "H", "H", "H", "H", "H", "H", "H", "H"],
  "xyz": [[-3.59198, -1.95030, -0.68516], [-3.62178, -0.51155, -1.20888], [-2.34078, 0.33709, -1.09505], [-1.12071, -0.25449, -1.82109], [-0.28909, -1.20322, -0.92315], [1.18030, -0.44972, 0.05461], [1.61858, -1.36553, 1.63068], [1.97703, -2.80335, 1.34716], [2.66534, -0.39750, -1.08238], [2.32180, 0.05186, -2.50738], [0.89364, 1.37518, 0.56458], [0.06357, 1.71696, 1.80739], [-0.14585, 3.23318, 1.92352], [0.92202, 3.85445, 2.66831], [-3.41539, -1.89575, 0.39879], [-2.80604, -2.58189, -1.10800], [-4.55318, -2.48202, -0.75286], [-4.42680, 0.00108, -0.68553], [-3.88274, -0.53318, -2.28131], [-2.55845, 1.34747, -1.47568], [-2.09080, 0.48745, -0.04723], [-1.41694, -0.77369, -2.73599], [-0.43479, 0.54588, -2.18392], [-0.90317, -1.65956, -0.12912], [0.18502, -2.02860, -1.47384], [0.69112, -1.30560, 2.23864], [2.44018, -0.84075, 2.15418], [1.19510, -3.21284, 0.67515], [2.92734, -2.89453, 0.82272], [2.01513, -3.41365, 2.24609], [3.12068, -1.37154, -1.11003], [3.39411, 0.26917, -0.66232], [3.25328, -0.02643, -3.13085], [1.54354, -0.56792, -2.98466], [1.94713, 1.07066, -2.49361], [1.88869, 1.81784, 0.64982], [0.41513, 1.81247, -0.29464], [-0.91501, 1.19407, 1.74104], [0.53058, 1.25773, 2.67499], [-1.07121, 3.41388, 2.49638], [-0.26676, 3.68933, 0.92970], [0.86824, 3.51344, 3.60775], [1.79391, 3.53443, 2.24117]],
  "atomic_forces_ev_per_a": [[0.168, 0.062, 0.958], [-0.037, -0.184, -0.834], [-0.012, -0.113, -0.173], [0.853, 0.272, 0.073], [0.455, -0.081, 0.991], [-0.040, 1.155, 0.124], [-0.401, 0.454, 0.085], [-0.564, -0.559, -0.457], [-0.826, -0.117, -0.393], [0.812, -0.517, -0.475], [-0.026, -0.893, 0.129], [-0.870, -0.785, -1.153], [-0.864, -0.674, 0.831], [0.637, 0.628, -0.882], [0.205, -0.152, -0.099], [-0.137, 0.158, -0.121], [0.217, 0.349, -0.407], [-0.115, 0.165, -0.064], [-0.097, 0.059, 0.294], [-0.021, -0.328, -0.044], [0.102, -0.045, 0.258], [-0.232, -0.072, 0.063], [-0.616, -0.266, 0.260], [-0.113, -0.056, -0.445], [-0.314, 0.068, -0.068], [0.567, -0.053, 0.050], [-0.474, -0.083, -0.098], [0.435, -0.193, 0.364], [0.059, 0.002, 0.018], [0.047, -0.144, 0.039], [0.295, -0.597, -0.050], [0.506, 0.409, 0.291], [-0.966, 0.340, 0.287], [0.348, 0.118, 0.231], [0.110, 0.242, -0.220], [0.114, 0.108, -0.067], [-0.188, 0.544, -0.531], [0.307, 0.321, -0.102], [0.141, 0.396, 0.406], [0.155, 0.086, -0.347], [0.103, -0.141, 0.280], [0.316, -0.148, 0.490], [-0.038, 0.263, 0.510]]
}

Record 3
{
  "formula": "C7H11N2O",
  "method": "wB97M-V/def2-TZVPD",
  "smiles": "CO[n+]1cc(N)ccc1C",
  "lumo_ev": -3.87,
  "charge": 1,
  "species": ["C", "O", "N", "C", "C", "N", "C", "C", "C", "C", "H", "H", "H", "H", "H", "H", "H", "H", "H", "H", "H"],
  "xyz": [[-2.07875, -1.75921, 0.69536], [-1.51318, -1.03557, -0.39009], [-0.40520, -0.32730, -0.24554], [0.39174, -0.51140, 0.86547], [1.57578, 0.20377, 1.02088], [2.38083, -0.16938, 2.02711], [1.77524, 1.30024, 0.13779], [0.99268, 1.40790, -0.95222], [-0.11930, 0.60662, -1.12274], [-1.06951, 0.66251, -2.36432], [-2.42814, -1.05200, 1.54701], [-1.38905, -2.62303, 0.95850], [-3.13772, -2.09704, 0.20273], [0.00890, -1.07931, 1.73678], [3.24295, 0.31196, 2.03006], [2.01271, -0.36471, 2.91396], [2.48011, 2.10069, 0.33245], [1.02547, 2.36532, -1.58746], [-0.46204, 0.97856, -3.12874], [-1.48444, -0.28047, -2.56801], [-1.79906, 1.36184, -2.10900]],
  "atomic_forces_ev_per_a": [[-2.555, -0.409, 0.306], [-1.506, -0.287, -1.460], [2.307, 0.358, 3.696], [-0.608, 0.048, 0.145], [-1.743, 0.075, -0.973], [1.123, 0.506, -0.547], [0.941, -0.516, 0.897], [-1.113, 2.458, -1.179], [-1.730, -0.745, -3.109], [1.831, -0.292, 3.094], [1.112, -1.252, -1.131], [-1.233, 1.019, 0.026], [2.892, 0.393, 1.230], [0.280, -0.023, -1.177], [0.939, 0.432, 0.436], [-0.523, -0.480, 1.178], [0.314, -0.395, 0.159], [0.228, -1.872, 0.756], [1.055, 0.902, -2.080], [-0.532, -1.095, -0.253], [-1.478, 1.173, -0.013]]
}

Record 4
{
  "formula": "C5H4N2O",
  "method": "wB97M-V/def2-TZVPD",
  "lumo_ev": -0.77,
  "species": ["C", "C", "C", "C", "C", "N", "N", "O", "H", "H", "H", "H"],
  "xyz": [[-0.01872, -1.56935, -1.17366], [-0.32250, -0.51977, -0.56485], [-1.43977, 0.23304, -0.11626], [-1.20560, 1.53428, 0.29238], [1.22318, -0.10664, 0.30119], [0.05234, 1.88844, 0.65035], [0.91730, 0.98661, 0.72157], [2.27172, -0.89902, 0.49444], [0.65422, -2.28437, -1.65310], [-2.44857, -0.19416, -0.47459], [-1.93780, 2.38077, 0.28991], [2.25420, -1.44983, 1.23262]],
  "atomic_forces_ev_per_a": [[1.520, -0.586, -0.153], [-0.330, -2.103, -0.276], [-1.752, 0.753, -0.710], [0.026, -0.620, -0.324], [-0.688, -0.536, -0.235], [-1.845, 2.797, 0.103], [1.973, -0.189, 0.975], [-0.050, 1.342, -2.762], [-0.770, 0.613, 0.107], [1.766, 1.042, 0.791], [0.653, -1.145, 0.229], [-0.503, -1.369, 2.254]]
}

Record 5
{
  "formula": "CH8O2Si2",
  "method": "wB97M-V/def2-TZVPD",
  "smiles": "C=[SiH2].O=[SiH2].O",
  "lumo_ev": -0.32,
  "species": ["C", "Si", "H", "H", "H", "H", "O", "Si", "H", "H", "O", "H", "H"],
  "xyz": [[2.20662, -1.41684, 0.60896], [2.58689, -0.98068, -1.04946], [2.72658, -0.84093, 1.37765], [1.79558, -2.37159, 1.00627], [3.28262, 0.21086, -1.72543], [2.13362, -1.80493, -2.18965], [-2.00895, 0.37306, -0.25608], [-0.55526, 0.75727, -0.12355], [0.40468, 1.03507, -1.20888], [0.17271, 0.91258, 1.05473], [-4.59560, -0.01807, 1.60458], [-3.74042, 0.12674, 1.28469], [-5.03060, -0.53887, 0.97812]],
  "atomic_forces_ev_per_a": [[0.888, 0.216, -0.816], [-0.304, -0.440, 0.269], [-0.365, 0.063, -0.063], [0.154, 0.840, -0.792], [-0.376, -0.562, 1.112], [-0.134, -0.070, 0.227], [-0.571, -0.135, -0.005], [0.277, -0.253, -1.138], [-0.260, 0.060, -0.374], [0.598, 0.260, 1.702], [-1.146, 0.874, 2.460], [2.161, 0.339, -1.060], [-0.923, -1.191, -1.523]]
}

One value per record, in order, for Kohn-Sham gap: 11.00 9.90 9.03 6.70 9.02 eV.
One value per record, in order, for E_HOMO: -10.1 -9.0 -12.9 -7.5 -9.3 eV.
One value per record, in order, for energy above the lowest of the compared OMol25 structures with the same formula, charge and spin: 28.3 5.7 58.6 155.2 66.3 kcal per mole.